# 1
A cluster of 16 separate species, C48H48F16O48 in total at a distorted geometry. Source: the Open Molecules 2025 dataset; level of theory: wB97M-V/def2-TZVPD.

Results
electronic energy = -7067.27002 Eh
HOMO-LUMO gap = 10.627 eV
HOMO level = -0.40175 Ha
energy above the lowest of the compared OMol25 structures with the same formula, charge and spin = 7.469 eV
2S+1 = 1
charge = 0

Cartesian coordinates (Å):
C 3.980224 -6.455225 -2.048357
C 3.239834 -6.119547 -0.692038
O 3.331797 -7.255999 0.104457
C 4.096340 -8.166987 -0.534370
O 4.506643 -9.188492 -0.069422
O 4.368522 -7.794124 -1.811622
F 2.018377 -5.921234 -1.078116
H 4.922337 -5.908353 -2.010140
H 3.516626 -6.248420 -3.012930
H 3.599609 -5.258734 -0.128412
C 6.852066 2.242907 2.179678
C 6.430358 0.691215 2.244525
O 5.097954 0.879881 2.689620
C 5.007611 2.009101 3.435406
O 4.075032 2.233443 4.225550
O 6.155922 2.804596 3.228601
F 7.090694 0.088065 3.197459
H 6.753775 2.789212 1.241593
H 7.881114 2.359971 2.519465
H 6.554887 0.087687 1.345445
C 4.219726 -4.075405 4.315654
C 4.106110 -2.605825 4.559518
O 3.370505 -2.248007 3.458497
C 3.625648 -3.057877 2.398741
O 3.474801 -2.842066 1.237136
O 4.161016 -4.162275 2.912022
F 5.391992 -2.187673 4.565227
H 3.373237 -4.644074 4.700575
H 5.121648 -4.397755 4.835983
H 3.704489 -2.241959 5.505246
C -3.231767 -3.285224 1.986022
C -3.153326 -4.799210 2.248528
O -1.796166 -5.025492 1.862044
C -1.281431 -4.001472 1.124097
O -0.210432 -4.079592 0.561328
O -2.172474 -3.072735 1.074448
F -3.854793 -5.477846 1.380231
H -3.076861 -2.697501 2.890829
H -4.143983 -2.969281 1.479922
H -3.392845 -5.029369 3.286675
C -1.763119 8.377156 -1.294468
C -1.002801 6.947379 -1.270448
O 0.231067 7.351863 -1.662630
C 0.175357 8.447489 -2.493808
O 1.036687 8.867517 -3.269462
O -1.016298 9.092328 -2.284431
F -1.551493 6.074728 -2.185451
H -1.810257 8.858446 -0.317611
H -2.791920 8.236681 -1.626039
H -1.108497 6.553786 -0.259496
C -3.899434 1.479869 -0.227731
C -3.645224 0.452920 0.829503
O -4.802944 -0.343886 0.442356
C -5.823650 0.417112 0.133623
O -7.001559 0.110779 0.295344
O -5.336615 1.582810 -0.285065
F -3.877220 1.119001 2.008275
H -3.402984 1.217011 -1.161827
H -3.528451 2.458365 0.077285
H -2.720193 -0.121653 0.877313
C 2.231960 4.261034 -0.904129
C 3.391710 4.923923 -1.507291
O 4.232113 3.777310 -1.652638
C 3.742339 2.654062 -0.944630
O 4.316557 1.571232 -0.724744
O 2.689589 3.025725 -0.387310
F 3.897881 5.770398 -0.692425
H 1.467597 4.057267 -1.654017
H 1.719288 4.903137 -0.187910
H 3.229071 5.439645 -2.453691
C -1.942854 -3.798761 -2.818252
C -1.818113 -2.346923 -3.026455
O -0.606350 -2.274457 -3.687484
C 0.162274 -3.301277 -3.359218
O 1.290555 -3.556347 -3.679838
O -0.605755 -4.182986 -2.786639
F -1.824360 -1.582505 -1.893695
H -2.556099 -4.275928 -3.582692
H -2.467579 -4.030272 -1.891344
H -2.599217 -1.879967 -3.626386
C -1.976844 4.031189 2.722188
C -1.809184 2.701478 3.401834
O -3.027916 2.504675 4.191367
C -3.885855 3.482282 3.846570
O -5.049279 3.653980 4.232472
O -3.310510 4.205448 2.877343
F -0.740280 2.812873 4.261075
H -1.750929 3.903779 1.663491
H -1.421828 4.844156 3.190302
H -1.576901 1.900050 2.700517
C -6.388308 6.094495 -1.630636
C -5.374734 4.949685 -1.752252
O -4.271240 5.362233 -0.919578
C -4.595952 6.475693 -0.285067
O -3.835892 7.103350 0.480314
O -5.830272 6.974315 -0.732975
F -4.973807 5.025809 -3.063363
H -7.396234 5.785181 -1.354003
H -6.490770 6.607021 -2.587143
H -5.627150 3.914400 -1.522985
C -6.818384 2.151279 -5.124393
C -5.724826 1.162842 -4.950620
O -6.314167 -0.071851 -4.666115
C -7.650423 0.107903 -4.703746
O -8.574171 -0.737607 -4.355061
O -7.939604 1.276485 -5.118787
F -5.023268 1.679200 -3.926398
H -6.780090 2.786491 -6.009346
H -6.908252 2.757118 -4.222743
H -5.015558 1.052193 -5.770865
C -0.556765 -1.310279 6.260550
C 0.737992 -1.240852 5.479806
O 0.289339 -0.534092 4.349369
C -0.971533 -0.704768 4.215889
O -1.583189 -0.338953 3.174088
O -1.507043 -1.005133 5.332400
F 1.137092 -2.466144 5.100422
H -0.625017 -0.619762 7.101157
H -0.564217 -2.345577 6.601426
H 1.489085 -0.696504 6.052215
C 1.053482 -0.555382 -0.624681
C 0.738297 -0.336448 0.878669
O -0.226271 0.711190 0.789137
C -0.337773 1.141165 -0.482175
O -1.061620 2.087362 -0.928105
O 0.582329 0.621759 -1.214716
F 1.735716 0.109829 1.628580
H 0.626241 -1.444009 -1.089345
H 2.131024 -0.501587 -0.779940
H 0.342717 -1.272749 1.272333
C 5.602502 -3.071963 -3.342144
C 4.321922 -2.987429 -2.532268
O 3.994219 -1.636004 -2.568520
C 4.760569 -1.042170 -3.514561
O 4.740307 0.122400 -3.857846
O 5.776098 -1.783255 -3.947408
F 4.574480 -3.331978 -1.288470
H 5.576258 -3.831728 -4.123273
H 6.440606 -3.203599 -2.657771
H 3.505854 -3.658407 -2.800434
C -0.447600 1.887423 -4.894278
C 0.922585 1.538262 -5.250869
O 1.550955 2.824778 -5.246441
C 0.827282 3.714407 -4.498245
O 1.207043 4.798060 -4.105042
O -0.316870 3.144197 -4.294266
F 0.933133 1.176550 -6.482738
H -0.881463 1.272411 -4.105851
H -1.110581 1.877628 -5.759413
H 1.364695 0.809054 -4.571970
C 0.917474 -6.308107 2.996335
C 1.748567 -7.056165 3.968340
O 1.674286 -6.278784 5.146720
C 0.564797 -5.620919 5.148698
O 0.121685 -4.940958 6.105619
O -0.007637 -5.780003 3.966265
F 2.873276 -7.104898 3.345095
H 0.342810 -6.927819 2.307998
H 1.495037 -5.591266 2.412667
H 1.554577 -8.107261 4.182034

Force components x, y, z for each atom (eV/Å):
C 2.133 0.591 2.388
C 1.839 0.478 -1.622
O 0.408 -0.131 -0.140
C 0.774 -1.600 -0.428
O -0.582 0.825 -0.039
O -0.378 -0.673 -0.132
F -3.796 0.635 0.066
H 0.094 0.342 -0.363
H -0.663 -0.442 0.457
H 0.097 0.023 -0.086
C 2.266 -1.669 -0.157
C -0.729 3.519 -1.525
O -0.168 -0.322 -0.054
C -1.725 1.038 2.482
O 3.529 -0.454 -2.964
O -3.709 -0.634 1.102
F 1.388 -1.120 1.874
H -0.556 -0.386 -0.137
H 0.339 -0.396 -0.507
H -0.771 0.366 -0.174
C -0.903 -0.895 1.712
C -0.255 -1.419 0.708
O -0.649 2.816 -0.998
C 0.796 0.056 0.220
O -0.536 0.071 0.758
O 0.981 -1.421 -0.729
F 0.970 1.423 -0.655
H 0.046 0.087 0.233
H 0.209 -0.492 -0.918
H -0.608 -0.155 -0.391
C -0.793 -0.229 0.131
C 2.025 2.528 0.050
O 0.534 -0.906 1.182
C 1.293 -2.488 -0.320
O -1.355 0.646 0.823
O -0.249 2.721 -0.854
F -1.885 -1.349 -1.082
H 0.094 0.037 -0.047
H -0.068 -0.118 0.206
H 0.373 -0.592 -0.157
C -0.205 -1.965 -0.679
C -2.800 2.726 0.403
O 2.026 -0.459 -0.825
C 1.230 2.267 -1.906
O -2.624 -1.959 2.866
O 0.688 -0.692 0.321
F 0.316 0.297 0.399
H 0.501 0.094 -0.103
H 0.162 0.128 -0.205
H 0.707 -0.458 -0.262
C 1.361 1.777 -0.360
C -2.064 1.022 -1.137
O 2.055 -2.982 2.384
C -3.730 0.076 0.817
O 2.939 0.873 -0.939
O 0.315 0.521 -0.729
F 0.013 -1.078 0.218
H -0.547 -0.044 -0.248
H -0.004 -0.044 -0.128
H -0.360 -0.079 -0.029
C -2.994 0.369 -0.460
C -0.627 -2.816 -2.182
O 1.280 -1.339 -0.683
C 5.366 -1.682 -0.444
O -1.455 3.388 -1.411
O -4.326 0.505 2.374
F 2.216 2.624 2.683
H 0.056 -0.178 -0.155
H 0.399 -0.404 0.547
H -0.035 -0.525 -0.255
C -1.496 -0.396 1.304
C -1.510 1.311 -1.113
O 0.744 2.924 -0.664
C 1.353 -1.881 -1.305
O -0.409 1.334 0.346
O -0.335 -2.767 1.415
F 0.584 -0.142 0.658
H 0.539 -0.091 -0.469
H 0.397 -0.002 0.259
H 0.163 -0.256 -0.351
C 0.896 -1.000 -0.324
C 0.898 -0.047 1.125
O 1.367 0.029 -0.507
C -3.179 0.195 0.338
O 3.927 -0.736 -0.913
O -3.473 2.241 -0.430
F -0.235 -0.546 0.256
H 0.155 0.402 -0.049
H 0.232 -0.147 -0.025
H -0.523 -0.348 0.551
C -0.921 -0.920 -0.625
C 0.521 0.910 -0.667
O -1.143 -0.986 -0.398
C 1.528 3.985 1.711
O -2.879 -2.401 -2.533
O 2.197 0.113 2.257
F 0.546 -0.715 -0.028
H 0.113 -0.120 0.455
H 0.205 -0.229 -0.166
H -0.128 0.182 0.086
C -1.240 -0.114 -0.203
C 1.331 0.466 -0.891
O 0.280 -0.061 0.363
C -5.161 -5.927 2.681
O 5.367 3.809 -1.881
O -1.793 2.707 -1.316
F 1.327 -0.533 1.551
H -0.145 -0.317 -0.014
H 0.231 0.159 -0.144
H -0.146 -0.182 -0.112
C 1.757 -1.142 1.999
C -0.753 1.539 0.819
O 4.241 -0.185 -0.592
C -3.496 3.564 -5.357
O 1.563 -2.039 3.064
O -3.601 -1.346 0.727
F 0.442 -0.435 -0.135
H 0.132 -0.007 -0.083
H -0.810 -0.069 0.196
H 0.470 -0.125 -0.699
C 2.218 0.106 0.897
C -0.752 -0.885 -1.589
O -1.377 -0.132 0.107
C -2.069 5.068 -0.843
O 1.956 -3.645 2.420
O 0.039 -0.628 -2.182
F 0.688 0.166 0.151
H -0.172 0.094 0.330
H 0.100 -0.564 0.103
H -0.326 0.417 0.562
C 0.789 -0.215 -0.593
C -0.149 -0.506 -1.151
O -0.467 0.213 -0.943
C 1.400 4.466 -0.549
O -1.415 -1.805 0.800
O -0.770 -1.836 0.383
F 0.702 -0.381 2.607
H 0.094 -0.006 0.126
H -0.037 -0.361 -0.049
H -0.253 0.519 -0.766
C -2.006 -0.298 1.689
C 0.646 1.745 1.540
O 1.493 0.157 0.775
C 2.142 0.884 -0.417
O -0.701 -1.944 -0.716
O -2.907 1.293 1.285
F 0.658 -2.047 -3.520
H -0.005 -0.309 -0.181
H 0.088 0.364 -0.070
H 0.679 0.131 -0.203
C -2.416 -0.737 0.879
C -1.462 -1.250 -0.826
O 3.213 -1.379 0.921
C -2.829 3.311 2.792
O 1.384 -2.467 -3.341
O -2.017 1.794 -1.046
F 4.952 0.158 -0.335
H 0.113 0.038 0.097
H -0.114 0.411 0.434
H -0.911 0.133 0.465

# 2
A structure of composition C29H24BBaCl2F4IN4S. Source: the Open Molecules 2025 dataset; level of theory: wB97M-V/def2-TZVPD.

Results
electronic energy = -3404.94087 Eh
HOMO-LUMO gap = 6.082 eV
HOMO level = -0.07641 Ha
energy above the lowest of the compared OMol25 structures with the same formula, charge and spin = 0.541 eV
2S+1 = 1
charge = -2

Cartesian coordinates (Å):
Ba -0.552776 -0.490835 0.288590
C 2.447285 2.981393 -1.402537
C 1.533892 1.791329 -1.371407
N 0.355669 1.793928 -0.879015
N -0.111917 2.930396 -0.274314
C -1.423844 2.920165 -0.153916
N -1.930418 3.969251 0.571850
S -2.563904 1.793894 -0.792703
C 1.996338 0.519231 -1.999099
C 3.003539 0.539504 -2.963919
C 3.356287 -0.638004 -3.596453
C 2.717500 -1.814310 -3.245171
C 1.762723 -1.758070 -2.243383
N 1.402861 -0.626983 -1.654660
H 2.121809 3.694062 -0.649138
H 2.402295 3.476213 -2.378439
H 3.471385 2.670862 -1.203572
H -1.289402 4.720194 0.769958
H -2.904159 4.173139 0.448287
H 3.501946 1.467107 -3.203474
H 4.133023 -0.637763 -4.351772
H 2.971512 -2.761616 -3.700818
H 1.256544 -2.657676 -1.910133
I -1.988718 -1.617443 -2.984936
C -3.515531 -2.802260 -2.183327
C -4.556457 -3.160440 -2.992717
C -5.587389 -3.977255 -2.484172
C -5.534431 -4.415077 -1.193175
C -4.458441 -4.051112 -0.345807
C -4.396537 -4.514454 0.988236
C -3.357948 -4.132086 1.786010
C -2.349269 -3.265593 1.302835
C -2.317221 -2.783710 0.001266
C -3.410885 -3.208892 -0.819309
H -4.590644 -2.819966 -4.019296
H -6.415419 -4.253262 -3.127046
H -6.319545 -5.049103 -0.792968
H -5.182955 -5.163053 1.360358
H -3.313056 -4.484796 2.813124
H -1.578796 -2.966813 2.016770
F 2.468158 -0.270164 1.013759
B 3.847872 -0.393202 0.686909
F 4.269673 0.770837 0.014529
F 4.009219 -1.506814 -0.161886
F 4.594079 -0.567368 1.852996
Cl 0.946672 -6.103757 0.368866
C 0.907416 -4.738941 1.520879
Cl 1.874238 -3.375669 0.967954
H 1.313784 -5.104516 2.456356
H -0.129700 -4.438950 1.612283
C 0.292823 -1.576392 6.764466
C 0.829435 -1.989363 5.525983
C 0.341222 -1.460629 4.361418
C -0.703613 -0.498015 4.339411
C -1.199448 -0.010167 3.080519
C -2.201371 0.940223 3.198704
C -2.715360 1.395311 4.437038
C -2.245256 0.897069 5.619958
C -1.219612 -0.078546 5.599567
C -0.703277 -0.640269 6.794687
H 0.677681 -1.994267 7.688894
H 1.638368 -2.710730 5.500281
H 0.768878 -1.754692 3.408483
H -2.657767 1.370798 2.307470
H -3.500886 2.147176 4.444028
H -2.641332 1.233643 6.573955
H -1.116613 -0.309555 7.743911

Force components x, y, z for each atom (eV/Å):
Ba -0.321 -0.237 0.689
C -0.047 0.018 0.022
C 0.200 0.052 -0.044
N 0.124 0.006 -0.090
N 0.090 -0.102 -0.181
C -0.144 0.032 0.007
N 0.152 0.034 -0.029
S -0.070 0.052 0.054
C 0.086 0.118 -0.187
C -0.022 -0.023 0.062
C 0.003 0.016 0.005
C 0.065 -0.079 0.095
C 0.065 0.056 -0.224
N -0.045 0.140 -0.178
H -0.005 -0.007 -0.003
H 0.012 0.010 -0.002
H 0.014 -0.005 0.017
H -0.036 0.015 0.010
H -0.010 -0.022 0.007
H 0.001 0.005 -0.022
H 0.001 0.002 -0.009
H 0.008 0.008 -0.006
H -0.014 0.004 0.006
I -0.007 0.042 -0.139
C -0.062 -0.129 0.129
C 0.070 0.068 -0.091
C -0.040 -0.037 0.044
C -0.010 0.006 -0.038
C -0.008 -0.015 -0.015
C 0.030 0.000 0.027
C 0.060 -0.029 0.272
C -0.171 -0.062 -0.439
C 0.098 -0.005 0.286
C 0.124 0.034 -0.120
H -0.002 -0.002 0.000
H 0.001 0.001 -0.005
H -0.001 -0.002 0.002
H -0.001 -0.004 -0.002
H -0.016 0.015 0.001
H -0.070 0.098 0.064
F -0.162 0.008 0.023
B 0.025 -0.026 0.026
F -0.013 0.057 -0.029
F -0.007 -0.030 -0.028
F 0.027 -0.017 0.059
Cl 0.024 -0.012 0.003
C -0.019 -0.088 -0.089
Cl -0.079 -0.010 0.048
H -0.003 0.067 0.012
H 0.024 0.041 -0.021
C -0.026 0.021 0.038
C 0.027 -0.004 -0.053
C 0.048 -0.025 0.028
C -0.072 -0.051 0.007
C 0.115 0.071 -0.009
C -0.050 -0.089 0.022
C -0.023 0.013 0.039
C -0.010 0.012 -0.012
C -0.007 -0.004 -0.017
C 0.018 -0.013 0.025
H 0.000 0.001 -0.004
H 0.001 -0.002 0.000
H 0.000 0.001 -0.010
H 0.055 0.011 -0.051
H 0.001 0.001 0.011
H -0.001 -0.001 0.001
H 0.003 -0.002 0.005